The following is a quantum chemistry calculation of one molecule with the formula C22H30N4O4S at a distorted geometry, from the OMol25 dataset.

Results
highest occupied orbital energy: -7.80 eV
LUMO: 0.59 eV
structure (SMILES): Cc1cccc(N2CCN(C(=O)c3cc(S(=O)(=O)N4CCOCC4)cn3C)C[C@@H]2C)c1
gap between HOMO and LUMO: 0.3083 hartree
relative energy (zero: lowest compared OMol25 entry of this formula, charge and spin): 259.5 kJ/mol
largest force on an atom: 1.1 eV Å⁻¹

The geometry in ORCA input format:
```
! RIJCOSX wB97M-V def2-TZVPD def2/J DEFGRID3
* xyz 0 1
C -6.82086 -3.45726 1.10710
C -6.52330 -2.07046 0.62103
C -7.49059 -1.07531 0.71975
C -7.21408 0.19641 0.25920
C -5.98007 0.50336 -0.28547
C -4.98997 -0.47481 -0.38768
N -3.74997 -0.23952 -0.97608
C -3.52178 0.95255 -1.75899
C -2.91452 2.08299 -0.92150
N -1.69556 1.59875 -0.30418
C -0.56345 2.32517 -0.41783
O -0.54287 3.39545 -1.01307
C 0.67312 1.78025 0.19387
C 1.26053 0.53718 0.07660
C 2.48715 0.59709 0.75512
S 3.62046 -0.74104 0.91902
O 4.66494 -0.33830 1.82263
O 2.89300 -1.94132 1.21429
N 4.15895 -0.86466 -0.66927
C 4.52594 -2.19739 -1.10698
C 5.94777 -2.54159 -0.65858
O 6.86712 -1.57380 -1.11758
C 6.55290 -0.29508 -0.60762
C 5.14398 0.13492 -1.03050
C 2.61616 1.87142 1.25534
N 1.52898 2.58510 0.89754
C 1.28543 3.95626 1.25788
C -1.91050 0.42589 0.50793
C -2.54652 -0.71675 -0.31805
C -1.56039 -1.31439 -1.32197
C -5.29493 -1.76308 0.06588
H -6.95310 -3.45595 2.18890
H -6.01366 -4.14174 0.85905
H -7.74272 -3.82697 0.66109
H -8.45474 -1.30317 1.14908
H -7.96491 0.97019 0.33177
H -5.80037 1.51339 -0.61901
H -4.45559 1.27194 -2.21978
H -2.82346 0.69946 -2.56286
H -2.66253 2.94442 -1.54129
H -3.61538 2.39228 -0.13675
H 0.89429 -0.31799 -0.44963
H 3.80499 -2.88760 -0.67046
H 4.45713 -2.22379 -2.19937
H 6.27312 -3.49431 -1.07980
H 5.97220 -2.59316 0.44036
H 7.30428 0.38568 -1.01153
H 6.60609 -0.30259 0.48958
H 4.86640 1.06658 -0.53635
H 5.10097 0.26971 -2.11639
H 3.41027 2.28592 1.84293
H 0.76376 4.45442 0.44125
H 2.23472 4.45457 1.44345
H 0.67137 4.01550 2.16014
H -0.97432 0.09504 0.95344
H -2.61248 0.69014 1.31245
H -2.83376 -1.49566 0.39182
H -0.80364 -1.89148 -0.79665
H -1.06855 -0.53835 -1.90265
H -2.09006 -1.97697 -2.00207
H -4.56245 -2.54985 -0.04081
*
```

So, what does the Mulliken scheme give us? The charges, in e, come out as: -1.5158 0.7430 -0.5039 -1.0119 -0.6796 0.7589 0.2045 -1.2750 -0.6415 0.1505 0.5894 -0.7213 -0.5897 -0.1165 -0.4629 1.5357 -0.6878 -0.7365 0.0388 -0.7287 -0.4457 -0.4183 -0.5342 -0.6423 -0.3372 0.2593 -1.0041 -1.7916 0.3270 -1.7998 -0.1928 0.3191 0.3473 0.3604 0.4194 0.3784 0.3136 0.6386 0.3700 0.3860 0.3174 0.6518 0.4289 0.3380 0.3788 0.3143 0.3830 0.3302 0.2977 0.3904 0.5153 0.3616 0.3520 0.2929 0.8795 0.2301 0.6731 0.4427 0.3332 0.4040 0.3827



The following is a quantum chemistry calculation of C27H24BrN9O4Rh as an isolated structure, from the OMol25 dataset.

Results
highest occupied orbital energy (spin up / spin down): -8.90 / -10.73 eV
LUMO (spin up / spin down): -3.43 / -4.65 eV
gap between HOMO and LUMO (spin up / spin down): 0.2009 / 0.2236 hartree
largest force on an atom: 0.5 eV Å⁻¹
<S²>: 6.115

The geometry in ORCA input format:
```
! RIJCOSX wB97M-V def2-TZVPD def2/J DEFGRID3
* xyz 1 5
Rh -1.00454 -0.09421 -0.06757
N -1.10288 0.54304 3.28340
C -1.33470 1.63912 2.56403
N -1.58460 2.76759 3.21484
C -1.86698 3.82822 2.46493
N -2.10495 4.98770 3.07461
N -1.94910 3.81821 1.11127
C -1.65887 2.67150 0.56095
N -1.30616 1.54436 1.20561
C -1.70697 2.56832 -0.91388
C -1.97984 3.65759 -1.71876
C -1.95233 3.49148 -3.09363
C -1.63697 2.24677 -3.61103
C -1.38074 1.20093 -2.74281
N -1.43246 1.35347 -1.41856
H -1.19238 0.61197 4.28216
H -1.02648 -0.35310 2.83136
H -2.05455 5.04192 4.07643
H -2.31477 5.80349 2.52812
H -2.19616 4.60702 -1.25269
H -2.16584 4.32378 -3.75002
H -1.58749 2.07383 -4.67631
H -1.13235 0.21617 -3.10829
C 2.30776 -1.27247 3.37501
C 1.94824 -1.25982 1.91569
C 2.79471 -2.09932 0.99187
O 1.63798 -0.04274 1.49930
C 0.26512 -2.26854 1.86250
O 0.47822 -3.32450 2.35442
O -0.67163 -1.63711 1.36664
H 3.35337 -0.96405 3.45205
H 2.20168 -2.26266 3.80846
H 1.69918 -0.55290 3.92050
H 3.78995 -1.64783 0.96962
H 2.40121 -2.11414 -0.02526
H 2.87104 -3.11859 1.36063
H 1.57810 0.00972 0.49074
Br -1.76327 -5.62957 -10.64384
C -1.00466 -5.35350 -8.93763
C -0.33287 -4.16506 -8.67309
C 0.24554 -3.96832 -7.43699
C 0.17185 -4.97506 -6.45381
C -0.52554 -6.16416 -6.73943
C -1.11420 -6.34818 -7.97168
N 0.73964 -4.86884 -5.21616
N 1.50288 -3.84552 -4.96214
C 1.30688 -2.96582 -3.99757
C 2.38106 -2.07850 -3.71582
C 2.31441 -1.11963 -2.73494
C 1.16799 -0.96526 -1.94169
O 1.06815 -0.08079 -0.98269
C 0.05902 -1.83252 -2.20196
N -1.04208 -1.64738 -1.42060
C -2.10012 -2.42754 -1.57188
C -2.14331 -3.43521 -2.52755
C -1.05215 -3.62762 -3.35005
C 0.08844 -2.82759 -3.20775
H -0.26629 -3.40320 -9.43735
H 0.77668 -3.05156 -7.21905
H -0.58545 -6.92933 -5.97684
H -1.65380 -7.25834 -8.19250
H 3.27722 -2.19082 -4.31085
H 3.15883 -0.46871 -2.54755
H -2.93715 -2.24247 -0.91028
H -3.02616 -4.05106 -2.61474
H -1.07070 -4.40247 -4.10102
*
```

So, what does the Mulliken scheme give us? The charges, in e, come out as: 0.5066 -0.2312 0.5248 -0.7261 0.3986 -0.3173 -0.6693 0.0320 -0.0977 0.8500 -0.5384 -0.4403 -1.0767 -0.0772 0.1328 0.2311 0.1957 0.2524 0.2470 0.5233 0.4509 0.4598 0.4709 -1.5142 1.1156 -1.1508 -0.4670 0.6823 -0.4623 -0.7776 0.4243 0.3770 0.3390 0.3923 0.1378 0.4112 0.5696 -0.1621 0.1051 -0.6386 -0.3404 0.4702 -0.1927 -0.4564 -0.7248 -0.3923 0.0339 -0.5826 -0.8918 1.1452 -0.7235 -0.1517 0.5000 -0.8673 -1.1609 -0.3234 1.0104 0.4105 0.4092 0.4515 0.4040 0.4927 0.5032 0.5183 0.4619 0.5133